Entry 1:
A 2-piece molecular cluster, C2H6NOS overall at a distorted geometry. Source: the OMol25 dataset; level of theory: ωB97M-V/def2-TZVPD.

```
11
Properties=species:S:1:pos:R:3
H 3.2423 0.2460 -0.5321
H -0.4450 -0.3038 -0.0819
N -1.2494 0.2558 0.2456
O -3.2103 0.3516 1.3725
H -2.6011 -1.3215 0.4626
C -2.3994 -0.2615 0.6942
H 2.1345 0.3638 -1.8315
C 2.1680 0.2249 -0.7530
H -0.9074 0.9228 0.9139
H 1.7156 0.9945 -0.1284
S 1.5521 -1.4726 -0.3621
```

Summary:
Gap between HOMO and LUMO: 6.82 eV
E_tot: -608.03108 a.u.
Total charge: -1

Entry 2:
A 2-piece molecular cluster, C2H6NP overall at a distorted geometry. Source: the OMol25 dataset; level of theory: ωB97M-V/def2-TZVPD.

```
10
Properties=species:S:1:pos:R:3
H 1.5694 0.7982 1.5804
H 0.1897 -1.8260 -0.9058
H 0.2636 -1.2992 0.8235
C -0.6812 0.0472 -0.2783
N -1.6782 0.6437 -0.6472
H -1.6782 1.6982 -0.9082
H 2.3809 1.5012 -0.1341
C -0.3943 -1.3203 -0.0329
H -1.2111 -1.9302 -0.0910
P 1.2393 1.6872 0.5936
```

Summary:
Gap between HOMO and LUMO: 7.78 eV
E_tot: -475.77824 a.u.

Entry 3:
A 2-piece molecular cluster, C2H6NS overall at a distorted geometry. Source: the OMol25 dataset; level of theory: ωB97M-V/def2-TZVPD.

```
10
Properties=species:S:1:pos:R:3
H -0.0820 -0.2774 0.8679
N -0.8858 -0.5083 0.2538
C -1.9497 -0.7175 -1.9009
H -1.8337 -0.1691 0.5617
H 0.0701 -1.2652 -1.3316
H 2.7301 0.3105 1.5366
H -2.8267 -0.1869 -1.4650
C -0.8306 -0.8333 -1.0688
S 1.6768 0.9731 1.1765
H -2.0044 -1.1173 -2.9516
```

Summary:
Gap between HOMO and LUMO: 7.15 eV
E_tot: -532.74990 a.u.
Total charge: -1

Entry 4:
A 2-piece molecular cluster, C2H6NS overall at a distorted geometry. Source: the OMol25 dataset; level of theory: ωB97M-V/def2-TZVPD.

```
10
Properties=species:S:1:pos:R:3
H 0.1092 0.7633 -1.0687
H 0.4538 -0.9575 1.3918
H 0.8311 0.9067 2.7052
C 0.4731 -0.0175 0.8377
H -0.4758 -0.7513 -0.8825
H -1.5914 -0.9203 -3.0018
S -1.5993 -2.0919 -2.3389
H 1.1886 1.9022 1.0802
C 0.7630 1.0740 1.6419
N -0.1523 0.0924 -0.3648
```

Summary:
Gap between HOMO and LUMO: 7.05 eV
E_tot: -532.73864 a.u.
Total charge: -1